Molecular formula: C5H5GaO
Method: DFT, ωB97M-V/def2-TZVPD

For the frontier orbital gap (alpha / beta), the calculation gives 4.78 / 3.65 eV. The total charge is +2. The energy above the lowest of the compared OMol25 structures with the same formula, charge and spin comes out at 269.0 kJ/mol. Its HOMO energy (alpha / beta) is -17.4 / -16.8 eV. As for the largest force on an atom: 5.786 eV Å⁻¹.

Cartesian coordinates (Å):
C1 -1.698 -0.803 -0.364
C2 -1.752 -1.246 -1.604
C3 -1.657 0.374 -1.273
O1 -0.554 1.136 -1.233
Ga1 0.446 0.875 0.135
H1 -1.692 -1.999 -0.050
H2 -2.388 -1.780 -2.309
H3 -2.577 0.941 -1.494
C4 1.999 0.737 1.289
C5 3.013 0.618 2.056
H4 3.701 1.460 2.223
H5 3.160 -0.314 2.624

Cartesian forces, eV/Å:
C 1.1 -5.3 2.0
C -0.5 4.6 -2.4
C -3.2 -2.8 -0.9
O 2.0 1.2 -0.7
Ga -0.1 -0.4 0.0
H -0.5 3.3 1.8
H 0.9 -0.3 -0.2
H 0.5 -0.2 0.4
C 0.5 -0.3 0.5
C -1.1 0.3 -0.6
H 0.2 0.1 0.1
H 0.2 -0.2 0.0

Here are the Löwdin charges for atoms 1 to 4, given in e:
1 C -0.058
2 C 0.136
3 C -0.337
4 O -0.092

---

Molecular formula: C35H99N7O14
Method: DFT, ωB97M-V/def2-TZVPD

Its SMILES is COC[C@H](C)N.COC[C@H](C)N.COC[C@H](C)N.COC[C@H](C)N.COC[C@H](C)N.COC[C@H](C)N.COC[C@H](C)N.OCCO.OCCO.OCCO.CO. For the frontier orbital gap, the calculation gives 8.98 eV. The energy above the lowest of the compared OMol25 structures with the same formula, charge and spin comes out at 250.4 kJ/mol. Its HOMO energy is -8.7 eV. As for the largest force on an atom: 2.746 eV Å⁻¹.

Cartesian coordinates (Å):
C1 -4.119 -3.985 0.442
O1 -3.230 -4.118 1.624
C2 -3.265 -3.055 2.493
C3 -2.317 -3.133 3.735
C4 -0.893 -3.607 3.345
N1 -2.852 -4.091 4.653
H1 -5.083 -3.639 0.816
H2 -4.276 -4.987 0.042
H3 -3.765 -3.354 -0.373
H4 -2.907 -2.211 1.903
H5 -4.294 -2.838 2.778
H6 -2.230 -2.149 4.197
H7 -0.339 -3.053 2.588
H8 -0.855 -4.639 2.996
H9 -0.317 -3.643 4.270
H10 -2.992 -4.819 3.968
H11 -3.808 -3.770 4.706
C5 1.357 3.192 2.428
O2 2.758 3.175 2.316
C6 3.390 1.989 2.733
C7 4.830 2.063 2.182
C8 4.977 1.929 0.678
N2 5.765 1.193 2.858
H12 0.937 4.197 2.391
H13 1.024 2.788 3.385
H14 0.954 2.554 1.641
H15 3.427 1.910 3.819
H16 2.833 1.117 2.389
H17 5.197 3.014 2.569
H18 4.285 2.599 0.168
H19 4.749 0.894 0.421
H20 6.010 2.183 0.442
H21 5.521 0.240 2.628
H22 5.654 1.113 3.859
C9 -6.106 0.541 -5.099
O3 -5.140 -0.407 -4.617
C10 -3.886 -0.051 -5.147
C11 -2.846 -1.193 -4.931
C12 -2.608 -1.580 -3.538
N3 -1.605 -0.926 -5.562
H23 -6.360 0.367 -6.144
H24 -5.822 1.589 -5.000
H25 -7.013 0.389 -4.512
H26 -3.911 0.131 -6.222
H27 -3.617 0.929 -4.753
H28 -3.154 -2.095 -5.459
H29 -2.377 -0.713 -2.918
H30 -1.893 -2.395 -3.424
H31 -3.524 -1.754 -2.973
H32 -1.080 -1.788 -5.594
H33 -1.651 -0.658 -6.534
C13 0.122 -4.290 -5.910
O4 0.468 -2.916 -6.160
C14 1.871 -2.656 -5.889
C15 2.226 -2.677 -4.395
C16 1.372 -1.656 -3.533
N4 3.667 -2.334 -4.280
H34 0.738 -4.853 -6.610
H35 -0.948 -4.366 -6.106
H36 0.416 -4.600 -4.907
H37 2.534 -3.340 -6.418
H38 2.087 -1.672 -6.305
H39 1.959 -3.657 -4.000
H40 1.461 -0.604 -3.806
H41 1.658 -1.841 -2.497
H42 0.333 -1.945 -3.691
H43 4.144 -2.763 -5.061
H44 3.673 -1.362 -4.552
C17 -4.660 0.666 -0.680
O5 -3.542 1.553 -0.589
C18 -3.205 2.249 -1.781
C19 -1.908 3.008 -1.477
C20 -2.211 4.098 -0.438
N5 -1.225 3.641 -2.626
H45 -4.845 0.107 0.238
H46 -4.433 -0.004 -1.509
H47 -5.551 1.253 -0.904
H48 -3.018 1.540 -2.587
H49 -3.971 2.922 -2.167
H50 -1.238 2.252 -1.068
H51 -3.022 4.742 -0.776
H52 -1.386 4.794 -0.287
H53 -2.484 3.609 0.497
H54 -0.257 3.838 -2.416
H55 -1.145 3.037 -3.432
C21 1.838 2.373 -2.033
O6 1.428 3.732 -2.067
C22 2.327 4.514 -1.325
C23 1.888 5.966 -1.493
C24 1.889 6.455 -2.923
N6 2.777 6.891 -0.790
H56 2.801 2.269 -2.534
H57 1.040 1.847 -2.556
H58 1.785 1.985 -1.016
H59 2.333 4.305 -0.255
H60 3.364 4.414 -1.646
H61 0.898 6.124 -1.063
H62 2.866 6.490 -3.406
H63 1.354 7.404 -2.961
H64 1.257 5.887 -3.604
H65 2.148 7.680 -0.750
H66 2.828 6.513 0.146
C25 1.299 -0.310 4.370
O7 1.102 0.926 5.041
C26 1.280 0.748 6.475
C27 1.519 2.117 7.166
C28 2.577 3.022 6.428
N7 2.075 1.947 8.532
H67 2.334 -0.652 4.371
H68 0.948 -0.218 3.342
H69 0.661 -1.082 4.800
H70 0.334 0.335 6.828
H71 2.051 0.012 6.702
H72 0.544 2.601 7.227
H73 3.548 2.529 6.363
H74 2.803 4.004 6.843
H75 2.258 3.161 5.395
H76 1.531 1.228 8.988
H77 2.993 1.536 8.437
O8 4.020 -4.181 1.353
C29 3.054 -3.312 1.827
C30 3.419 -1.820 1.440
O9 2.893 -1.557 0.144
H78 4.117 -4.035 0.409
H79 2.100 -3.581 1.376
H80 2.964 -3.485 2.900
H81 4.500 -1.714 1.353
H82 2.912 -1.112 2.095
H83 3.368 -2.049 -0.529
O10 -2.255 2.955 3.384
C31 -2.049 1.645 3.006
C32 -3.371 0.929 2.899
O11 -3.861 0.627 4.173
H84 -2.989 2.932 4.002
H85 -1.501 1.599 2.064
H86 -1.396 1.132 3.712
H87 -3.344 0.090 2.205
H88 -4.168 1.550 2.490
H89 -4.743 0.251 4.117
O12 1.420 -5.397 -2.282
C33 0.492 -4.559 -1.593
C34 -0.248 -5.418 -0.610
O13 -1.245 -6.285 -1.205
H90 0.949 -6.088 -2.754
H91 1.073 -3.774 -1.110
H92 -0.210 -4.038 -2.244
H93 -0.851 -4.809 0.063
H94 0.347 -6.010 0.086
H95 -1.842 -5.699 -1.676
C35 -0.533 -0.278 -0.267
O14 0.210 -1.030 0.730
H96 -0.642 -0.885 -1.166
H97 -1.512 0.040 0.089
H98 -0.032 0.673 -0.448
H99 1.069 -1.290 0.390

Cartesian forces, eV/Å:
C 0.4 -0.6 1.9
O -0.5 -1.9 -1.9
C 1.1 2.5 -0.3
C 1.1 -0.1 -2.2
C 0.1 -0.2 0.3
N -0.7 -0.4 0.0
H -0.1 0.2 -0.2
H 0.2 0.0 0.2
H 0.4 0.4 0.4
H -0.1 0.8 0.1
H -0.3 0.1 0.4
H -0.3 0.2 -0.1
H -0.3 0.5 0.1
H -0.5 -0.2 -0.1
H 0.2 0.2 0.0
H 0.0 -1.4 0.4
H -0.6 0.0 1.0
C -0.3 -0.7 0.4
O 0.2 0.8 0.0
C 0.4 0.2 -0.6
C -0.3 0.9 1.5
C -0.1 0.2 0.8
N 0.2 -2.0 -0.1
H 0.4 0.1 -0.4
H 0.0 -0.2 0.2
H -0.4 0.0 -0.2
H 0.0 0.1 0.3
H -0.1 -0.3 -0.4
H -0.4 0.7 -0.7
H 0.1 -0.1 0.0
H 0.1 -0.1 -0.3
H -0.1 -0.2 -0.3
H 0.2 -0.6 -0.6
H -0.1 1.0 0.4
C -0.5 -0.8 0.5
O -0.4 0.9 -0.7
C 1.0 -0.9 -0.1
C -1.5 -0.2 -1.3
C -0.8 0.8 2.4
N 2.0 1.2 -0.3
H 0.2 -0.1 -0.2
H 0.4 0.0 0.2
H 0.0 0.0 0.0
H -0.4 -0.2 -0.4
H 0.6 0.0 0.5
H -1.5 -0.1 0.1
H 1.3 0.3 -0.2
H 0.0 0.1 0.1
H -0.5 -1.1 -0.5
H 0.4 0.1 0.1
H -0.5 0.2 -0.1
C 0.9 1.0 -0.6
O 1.0 -0.3 0.5
C -1.2 0.4 0.4
C -0.6 1.4 0.0
C 0.5 -1.6 -1.0
N -0.9 -0.2 0.1
H -0.4 -0.6 -0.1
H 0.2 -0.3 0.1
H -0.4 0.0 0.2
H -0.2 -0.5 -0.2
H -0.2 0.2 0.0
H 0.7 -0.1 0.2
H 0.3 -0.1 -0.1
H -0.1 0.3 0.1
H -0.1 0.2 0.2
H 0.4 -0.5 0.0
H 0.3 0.5 0.2
C 0.6 0.9 -1.0
O -0.3 0.0 0.7
C 0.7 -0.2 -0.3
C 0.5 0.7 -0.1
C 0.1 -0.3 0.0
N -1.3 -0.1 -0.5
H 0.5 0.2 0.1
H -0.5 -0.4 -0.1
H -0.3 -0.1 -0.1
H 0.1 -0.4 -0.2
H -0.4 0.2 0.4
H 0.0 -0.1 0.5
H -0.2 -0.2 -0.1
H 0.3 -0.3 0.1
H 0.0 0.3 0.1
H -0.2 0.3 0.5
H -0.4 -0.4 -0.2
C -1.3 0.2 -0.3
O 1.3 -0.5 0.6
C -0.2 1.7 0.1
C 0.5 0.0 -0.8
C -1.2 -0.3 -1.0
N -0.1 -0.5 0.2
H 0.1 -0.3 0.2
H 0.3 -0.3 -0.3
H 0.6 0.0 0.2
H -0.3 -0.5 0.3
H 0.2 -0.2 -0.4
H -0.5 -0.7 -0.2
H 0.1 0.3 0.4
H 0.6 0.5 0.1
H 0.0 -0.6 0.2
H 0.6 0.8 0.5
H 0.3 0.4 0.6
C -0.9 0.2 -0.2
O 0.8 -0.6 0.8
C -0.5 1.0 -1.0
C 1.8 0.4 -0.1
C -0.8 -0.7 -0.7
N -0.9 -0.3 -0.4
H 0.2 0.1 0.2
H 0.1 0.3 -0.1
H 0.0 -0.3 0.3
H -0.1 -0.2 0.4
H 0.4 0.1 -0.1
H 0.2 0.3 0.1
H 0.0 -0.4 0.1
H -0.6 -0.1 0.4
H 0.0 0.1 0.0
H -0.2 -0.1 0.5
H 0.3 0.0 0.0
O 1.0 -0.8 -0.3
C -0.1 1.5 0.1
C -0.9 -1.7 -0.1
O -0.4 0.4 -0.5
H 0.1 -0.3 -0.2
H -0.4 0.4 0.0
H 0.2 0.2 0.1
H 0.1 0.1 0.7
H 0.4 0.0 0.1
H 0.2 0.0 -0.1
O 0.0 1.4 0.3
C 0.0 -1.2 -0.4
C -0.9 0.1 -1.2
O 0.4 -0.7 1.5
H 0.0 0.3 0.3
H -0.2 0.3 -0.3
H 0.0 -0.3 0.3
H 0.4 -0.6 0.3
H 0.5 0.7 -0.8
H 0.0 0.1 -0.1
O 0.3 0.7 -0.5
C 0.5 -1.2 0.2
C -2.1 0.5 1.3
O 1.1 -0.1 -0.4
H -0.3 -0.1 0.1
H 0.1 -0.1 0.2
H -0.2 -0.1 -0.4
H 0.2 0.7 0.2
H 0.4 -0.2 -0.6
H -0.2 0.0 -0.1
C 0.9 -0.3 0.7
O -1.4 0.5 0.1
H 0.0 0.3 -0.2
H -0.1 -0.6 0.4
H 0.3 -0.1 -0.4
H 0.3 0.1 -0.5

Here are the Löwdin charges for atoms 1 to 4, given in e:
1 C -0.037
2 O -0.194
3 C -0.253
4 C -0.417

---

Molecular formula: C24H41IN2O4SiZn
Method: DFT, ωB97M-V/def2-TZVPD

For the frontier orbital gap (alpha / beta), the calculation gives 4.83 / 6.24 eV. The energy above the lowest of the compared OMol25 structures with the same formula, charge and spin comes out at 622.0 kJ/mol. Its HOMO energy (alpha / beta) is -8.2 / -8.3 eV. As for the largest force on an atom: 4.465 eV Å⁻¹.

Cartesian coordinates (Å):
C1 0.114 -3.418 -0.883
C2 1.587 -0.535 -2.242
H1 1.054 -3.913 -1.114
H2 -0.224 -3.016 -1.833
H3 -0.480 -3.879 -0.106
H4 1.870 0.538 -2.217
H5 2.399 -1.298 -2.261
H6 0.886 -0.876 -3.046
C3 2.310 1.065 1.249
C4 2.801 2.209 1.886
C5 2.139 3.418 1.615
C6 1.011 3.397 0.789
H7 2.743 0.065 1.412
H8 3.659 2.109 2.530
H9 2.506 4.352 2.037
H10 0.439 4.297 0.549
N1 1.321 1.070 0.396
C7 0.592 2.173 0.207
C8 -0.657 2.011 -0.585
N2 -0.820 0.874 -1.275
C9 -1.945 0.668 -1.966
C10 -2.870 2.763 -1.230
C11 -3.004 1.589 -1.965
H11 -1.997 -0.269 -2.530
H12 -3.899 1.351 -2.545
C12 -1.677 2.987 -0.530
H13 -1.513 3.874 0.070
H14 -3.666 3.501 -1.197
Zn1 0.544 -1.423 -0.861
I1 2.718 -2.258 0.754
C13 -3.150 0.899 2.294
C14 -2.493 0.061 3.378
C15 -1.096 0.585 3.678
C16 -3.346 0.123 4.645
O1 -2.433 -1.319 2.951
Si1 -1.202 -1.964 1.990
O2 -0.688 -1.049 0.803
O3 -0.021 -2.304 3.104
C17 0.249 -3.411 3.983
C18 1.542 -3.083 4.715
C19 -0.901 -3.578 4.964
C20 0.487 -4.673 3.174
O4 -1.865 -3.420 1.514
C21 -3.057 -3.701 0.753
C22 -3.046 -2.990 -0.591
C23 -3.117 -5.212 0.550
C24 -4.287 -3.267 1.530
H15 -3.189 1.955 2.586
H16 -4.177 0.560 2.118
H17 -2.590 0.829 1.360
H18 -1.148 1.619 4.034
H19 -0.618 -0.014 4.459
H20 -0.465 0.579 2.785
H21 -3.423 1.166 4.987
H22 -4.357 -0.257 4.450
H23 -2.895 -0.473 5.448
H24 1.428 -2.191 5.338
H25 1.837 -3.912 5.369
H26 2.342 -2.899 3.988
H27 -1.814 -3.866 4.438
H28 -0.666 -4.356 5.696
H29 -1.089 -2.641 5.499
H30 -0.421 -4.984 2.656
H31 1.277 -4.492 2.436
H32 0.791 -5.487 3.842
H33 -2.237 -3.351 -1.229
H34 -3.995 -3.169 -1.110
H35 -2.937 -1.909 -0.465
H36 -3.166 -5.729 1.517
H37 -4.020 -5.480 -0.015
H38 -2.247 -5.585 -0.005
H39 -4.307 -3.726 2.522
H40 -4.336 -2.182 1.636
H41 -5.184 -3.589 0.991

Cartesian forces, eV/Å:
C 1.2 -1.9 -1.0
C 0.3 -1.9 -1.0
H 0.0 -0.1 0.4
H -1.1 -0.3 -0.1
H -0.2 0.5 -0.1
H -0.4 -1.1 0.1
H 0.2 1.1 -0.6
H 0.7 0.9 0.0
C 1.0 0.1 0.4
C -0.9 0.1 -0.6
C 0.1 -0.6 -0.1
C -0.4 -0.5 -0.4
H 0.1 1.1 0.1
H 0.1 0.3 0.2
H -0.2 -0.1 -0.1
H 0.4 -0.2 0.3
N -1.2 -0.2 -0.2
C 1.0 0.5 0.6
C -1.1 0.3 -0.2
N -0.3 0.2 -0.2
C 0.1 0.8 0.6
C 0.6 -0.1 0.2
C 0.1 -0.5 -0.2
H -0.1 0.3 0.2
H 0.2 0.2 0.3
C 0.2 -0.7 -0.4
H -0.3 0.0 -0.1
H 0.1 -0.1 0.0
Zn -1.1 3.2 3.0
I 0.4 -0.8 0.3
C -0.2 0.1 -0.3
C 0.0 -0.3 0.1
C 0.2 0.3 0.2
C 0.0 -0.1 0.1
O 0.4 0.6 -0.5
Si -1.0 -0.2 1.1
O 0.5 -0.7 -0.8
O 0.5 -0.4 -0.5
C 0.0 0.3 -0.2
C 0.1 0.3 0.2
C -0.2 -0.1 0.1
C -0.2 -0.3 0.0
O 0.0 -0.1 -0.2
C 0.0 0.0 0.3
C -0.1 0.2 -0.4
C 0.0 -0.2 0.0
C -0.5 0.1 0.1
H 0.0 -0.1 0.0
H 0.1 0.0 0.0
H 0.0 -0.1 0.0
H -0.1 0.0 0.0
H 0.0 0.0 -0.2
H 0.0 -0.1 0.0
H 0.0 -0.3 -0.1
H 0.2 0.0 0.0
H -0.1 0.1 -0.2
H 0.0 0.0 -0.1
H 0.0 0.1 -0.1
H -0.1 0.0 0.1
H 0.0 0.1 0.0
H 0.0 0.0 0.0
H 0.0 -0.1 -0.1
H 0.1 0.1 -0.1
H 0.0 -0.1 0.1
H 0.1 0.1 -0.1
H -0.3 0.0 0.1
H 0.1 0.0 0.1
H 0.1 0.0 0.1
H 0.1 0.1 -0.2
H 0.2 0.1 0.1
H -0.1 0.1 0.1
H 0.1 0.1 0.0
H 0.1 -0.1 0.1
H 0.0 0.0 0.0

Here are the Löwdin charges for atoms 1 to 4, given in e:
1 C -0.065
2 C -0.247
3 H -0.005
4 H 0.017

---

Molecular formula: CH3N4
Method: DFT, ωB97M-V/def2-TZVPD

For the frontier orbital gap (alpha / beta), the calculation gives 9.02 / 9.02 eV. The total charge is +1. The energy above the lowest of the compared OMol25 structures with the same formula, charge and spin comes out at 541.5 kJ/mol. Its HOMO energy (alpha / beta) is -16.1 / -16.1 eV. As for the largest force on an atom: 3.764 eV Å⁻¹.

Cartesian coordinates (Å):
C1 0.122 0.441 -0.021
N1 1.144 1.209 -0.059
N2 1.888 -0.485 -0.061
N3 0.736 -0.945 -0.088
N4 -1.155 0.541 0.066
H1 0.441 -1.971 -0.048
H2 -1.474 1.522 0.135
H3 -1.700 -0.312 0.076

Cartesian forces, eV/Å:
C -0.1 -3.1 -0.2
N 2.5 -2.8 0.0
N -0.3 2.3 -0.1
N -0.7 1.4 0.3
N -0.9 1.5 0.1
H 0.7 1.1 -0.1
H -0.7 -1.1 0.0
H -0.6 0.6 0.0

Here are the Löwdin charges for atoms 1 to 4, given in e:
1 C -0.489
2 N 0.266
3 N 0.311
4 N 0.112

---

Molecular formula: C8H9N3O4
Method: DFT, ωB97M-V/def2-TZVPD

Its SMILES is Cc1cn([C@@]2(C(=O)O)CN2)c(=O)[nH]c1=O. For the frontier orbital gap, the calculation gives 9.42 eV. The energy above the lowest of the compared OMol25 structures with the same formula, charge and spin comes out at 35.5 kJ/mol. Its HOMO energy is -9.0 eV. As for the largest force on an atom: 4.571 eV Å⁻¹.

Cartesian coordinates (Å):
C1 0.056 2.451 2.242
C2 0.050 1.123 1.732
C3 0.213 0.854 0.396
N1 0.244 -0.432 -0.110
C4 0.006 -0.527 -1.513
C5 -1.565 -0.100 -1.910
O1 -2.194 0.673 -1.254
O2 -1.842 -0.650 -3.049
C6 1.080 -0.420 -2.508
N2 0.409 -1.687 -2.394
C7 0.033 -1.529 0.667
O3 0.017 -2.654 0.268
N3 0.161 -1.248 2.040
C8 -0.020 -0.020 2.637
O4 -0.116 0.074 3.858
H1 0.648 2.433 3.094
H2 -0.914 2.795 2.690
H3 0.408 3.409 1.694
H4 0.243 1.606 -0.290
H5 -1.100 -1.236 -3.199
H6 0.899 0.029 -3.480
H7 2.218 -0.286 -2.296
H8 0.834 -2.595 -2.059
H9 0.233 -2.063 2.743

Cartesian forces, eV/Å:
C -1.4 4.3 0.7
C 0.3 -1.8 -3.7
C -0.6 -1.4 3.9
N -0.2 0.5 -1.1
C -2.1 -1.3 -0.7
C 3.1 0.4 1.0
O -0.2 -0.3 -0.1
O -2.0 0.8 -0.4
C 2.9 0.3 -1.3
N -0.1 -0.5 1.2
C 1.8 0.1 2.3
O -0.7 -1.4 -0.7
N -0.5 -1.7 0.8
C 0.3 0.6 1.5
O 0.0 -0.1 -1.0
H 1.4 0.1 1.8
H 0.4 -0.6 -0.5
H -0.4 -2.2 0.0
H 0.2 1.9 -1.8
H 1.0 -1.4 -0.5
H -0.3 0.4 0.2
H -2.2 -0.4 0.4
H -0.4 2.0 0.2
H -0.4 1.7 -1.9

Here are the Löwdin charges for atoms 1 to 4, given in e:
1 C -0.070
2 C -0.188
3 C 0.042
4 N 0.062

---

Molecular formula: C6H8N3S
Method: DFT, ωB97M-V/def2-TZVPD

The multiplicity is 3. For the frontier orbital gap (alpha / beta), the calculation gives 6.64 / 7.28 eV. The total charge is +1. The energy above the lowest of the compared OMol25 structures with the same formula, charge and spin comes out at 94.6 kJ/mol. Its HOMO energy (alpha / beta) is -9.9 / -13.8 eV. As for the largest force on an atom: 6.827 eV Å⁻¹.

Cartesian coordinates (Å):
C1 -1.524 1.183 -0.535
C2 -1.878 -0.128 -0.074
C3 -0.250 1.531 -0.269
C4 -1.124 -0.972 0.555
C5 2.003 0.996 0.238
C6 1.266 -1.456 -0.124
N1 2.567 2.045 0.517
N2 0.623 0.792 0.438
N3 0.303 -0.556 0.794
S1 2.800 -0.580 -0.419
H1 -2.344 1.823 -0.814
H2 -2.841 -0.497 -0.109
H3 0.251 2.516 -0.293
H4 -1.456 -1.955 0.806
H5 1.411 -2.480 0.230
H6 0.614 -1.778 -0.976
H7 3.451 2.284 0.292
H8 0.540 -0.735 1.849

Cartesian forces, eV/Å:
C -5.0 -4.5 1.2
C -1.9 5.4 -2.9
C 4.6 4.5 -0.1
C 4.2 -1.6 1.9
C 1.9 -1.8 -0.4
C -1.5 -1.1 -0.6
N -4.1 0.3 0.9
N -0.1 -2.4 1.7
N 1.2 -2.3 0.7
S -1.2 1.0 0.7
H 0.4 0.3 -0.4
H -2.2 -0.1 -0.7
H -1.0 -0.3 -0.7
H 0.7 -0.5 0.6
H 0.3 0.4 1.3
H 0.6 1.4 0.0
H 3.6 0.4 -0.9
H -0.3 0.7 -2.2

Here are the Löwdin charges for atoms 1 to 4, given in e:
1 C 0.027
2 C -0.092
3 C -0.076
4 C -0.041

---

Q: Which value of largest force on an atom does entry 1 give?
A: 5.786 eV Å⁻¹

---

Q: Which value of energy above the lowest of the compared OMol25 structures with the same formula, charge and spin does entry 4 give?
A: 541.5 kJ/mol

---

Q: Number 6 is which compound?
A: C6H8N3S

---

Q: energy above the lowest of the compared OMol25 structures with the same formula, charge and spin of number 1 (C5H5GaO)?
A: 269.0 kJ/mol